Version 1
The following is a quantum chemistry calculation of C2H4N4O2S2 in the gas phase, from the OMol25 dataset.

Summary:
HOMO energy = -9.61 eV
spin multiplicity = 1
gap between HOMO and LUMO = 9.42 eV

CARTESIAN COORDINATES (ANGSTROEM)
1 N -0.7645 -3.2295 -0.1705
2 C -0.4443 -1.9161 0.0095
3 N 0.7296 -1.4961 -0.5392
4 N 0.8952 -0.2305 -0.3471
5 C -0.0378 0.3792 0.2784
6 S 0.0393 2.1644 0.6355
7 N 0.5316 2.7061 -0.8761
8 O 1.0169 2.5904 1.5970
9 O -1.3449 2.5311 0.8591
10 S -1.3384 -0.6951 0.8980
11 H -1.0104 -3.7699 0.7442
12 H 0.1724 -3.6545 -0.5087
13 H -0.0586 1.9406 -1.6792
14 H 1.6139 2.6798 -0.9008

---

Version 2
The following is a quantum chemistry calculation of C2H4N4O2S2 in the gas phase, from the OMol25 dataset.

Summary:
HOMO energy = -9.29 eV
spin multiplicity = 1
gap between HOMO and LUMO = 9.62 eV

CARTESIAN COORDINATES (ANGSTROEM)
1 N -0.8606 -1.9664 -0.3606
2 C -1.3471 -0.7192 -0.0665
3 S -2.9670 -0.2440 0.0999
4 N -2.5497 1.3818 0.2722
5 N -1.3385 1.6090 0.2648
6 C -0.5781 0.5608 -0.0806
7 S 1.2011 0.4619 -0.3003
8 N 1.9351 1.1807 0.9888
9 O 1.5057 -0.9577 -0.1238
10 O 1.5016 1.0119 -1.5637
11 H 0.0907 -1.8906 -0.4625
12 H -1.4581 -2.4371 -1.0016
13 H 2.7394 1.5786 0.6187
14 H 2.1255 0.4303 1.7154

---

Most stable of them? version 2.